ORCA calculation (wB97M-V/def2-TZVPD) on C27H35F6N2O7STi as an isolated structure.

Structure (ORCA input):
```
! wB97M-V def2-TZVPD RIJCOSX def2/J DEFGRID3
* xyz 0 2
Ti 0.2637 0.4675 -0.5331
O 0.5981 2.1633 -0.1053
C -0.1318 3.2034 0.0801
C -1.4861 3.2632 -0.2960
C -2.2175 4.4649 -0.2679
C -3.5139 4.5068 -0.7547
C -4.1297 3.3537 -1.2507
C -3.4441 2.1575 -1.2494
C -2.1234 2.0655 -0.7865
O -1.5239 0.9014 -0.7462
N -4.2222 5.7400 -0.7923
O -3.6507 6.7502 -0.4109
O -5.3703 5.7331 -1.2113
H 0.3476 4.0884 0.5050
H -1.7517 5.3597 0.1129
H -5.1344 3.4327 -1.6330
H -3.9165 1.2666 -1.6350
C -2.7574 -2.1394 3.5143
N -2.0113 -1.7971 2.3014
C -0.6905 -2.4399 2.2894
C -1.9089 -0.3008 2.0730
C -0.6083 0.2734 2.5686
C -0.4796 0.5992 3.9192
C 0.7217 1.0700 4.4101
C 1.7815 1.2384 3.5306
C 1.6322 0.9378 2.1868
C 0.4399 0.4241 1.6421
H -2.8113 -3.2209 3.6309
H -3.7697 -1.7442 3.4665
H -2.2485 -1.7165 4.3780
H -2.5048 -2.1668 1.4790
H -0.0968 -2.0777 3.1236
H -0.2113 -2.1558 1.3413
H -0.8018 -3.5199 2.3576
H -2.7691 0.1653 2.5569
H -1.9376 -0.1369 0.9900
H -1.3260 0.5049 4.5894
H 0.8268 1.3188 5.4569
H 2.7228 1.6212 3.8991
H 2.4692 1.1244 1.5195
O 2.3480 -0.4612 -0.3220
S 2.1236 -1.6787 0.4780
C 3.5243 -1.6925 1.7160
C 3.9798 -3.1351 1.7715
C 4.1733 -3.5498 0.3152
C 2.9521 -3.0682 -0.4607
H 3.1469 -1.3161 2.6633
H 4.2941 -1.0226 1.3395
H 3.2010 -3.7443 2.2371
H 4.9000 -3.2540 2.3445
H 4.3024 -4.6281 0.2307
H 5.0726 -3.0742 -0.0740
H 2.2060 -3.8532 -0.5681
H 3.1949 -2.6622 -1.4381
C 2.7700 0.2560 -3.8418
C 1.5667 0.9921 -3.2208
O 0.9099 0.2721 -2.2974
C 2.0786 2.3216 -2.6131
F 1.0800 3.1797 -2.3694
F 2.9531 2.9780 -3.3979
F 2.7229 2.0876 -1.4589
C 0.5283 1.3732 -4.3134
F 0.2542 0.3281 -5.1093
F 0.9043 2.3708 -5.1281
F -0.6322 1.7303 -3.7434
H 3.4432 -0.0082 -3.0280
H 3.2859 0.8876 -4.5613
H 2.4163 -0.6501 -4.3283
C -1.9536 -3.1376 -0.7012
C -0.8273 -2.2855 -1.3459
C -1.4351 -1.6016 -2.5748
O -0.2453 -1.4025 -0.4392
H -2.3601 -3.8096 -1.4540
H -2.7625 -2.4802 -0.3744
H -1.5800 -3.7470 0.1192
H -0.0531 -2.9993 -1.6965
H -2.2259 -0.9222 -2.2593
H -0.6674 -1.0287 -3.0834
H -1.8410 -2.3418 -3.2612
*
```

Summary:
* LUMO energy (alpha / beta): -0.14 / -0.15 eV
* max |F|: 0.0684 hartree/bohr
* highest occupied orbital energy (alpha / beta): -5.837 / -8.415 eV
* <S²>: 0.78
* energy relative to the best compared isomer or geometry (same formula, charge and spin): 167.8 kJ/mol

=====

ORCA calculation (wB97M-V/def2-TZVPD) on a single C27H35FN4O2S molecule.

Structure (ORCA input):
```
! wB97M-V def2-TZVPD RIJCOSX def2/J DEFGRID3
* xyz 0 1
C -5.9372 -2.7915 -1.4639
H -6.6748 -2.8356 -2.2610
H -6.4437 -2.9817 -0.5207
H -5.2072 -3.5789 -1.6334
C -5.2771 -1.4087 -1.4674
N -4.2933 -1.1471 -0.4252
C -4.8529 -1.0834 0.9206
H -4.0160 -0.9002 1.6017
C -5.8795 0.0389 1.1269
H -6.8512 -0.2553 0.7292
H -5.9938 0.1613 2.2050
C -5.4738 1.3828 0.4941
N -4.0455 1.5267 0.3738
C -3.3414 2.5244 0.9329
O -3.8403 3.4085 1.5999
C -1.8371 2.4679 0.6519
C -1.5379 2.4771 -0.8503
C -0.0308 2.3865 -1.0874
N 0.5018 1.2104 -0.4330
C 1.0583 0.2253 -1.1680
O 1.1970 0.3156 -2.3798
C 1.5353 -0.9804 -0.4467
C 0.8587 -1.8927 0.3418
C 1.7848 -2.9011 0.6436
C 3.0002 -2.5704 0.0337
N 2.8253 -1.4078 -0.6458
C 3.8298 -0.6370 -1.3368
C 3.8985 0.7532 -0.7529
C 4.0076 0.9152 0.6239
C 3.9989 2.1760 1.1900
C 3.8816 3.2741 0.3574
C 3.7810 3.1432 -1.0152
C 3.7894 1.8738 -1.5646
H 3.6877 1.7524 -2.6318
H 3.6887 4.0220 -1.6332
F 3.8539 4.5084 0.9032
H 4.0782 2.3150 2.2566
H 4.0909 0.0462 1.2607
H 3.5761 -0.5773 -2.4000
H 4.7870 -1.1537 -1.2256
C 4.0311 -3.5038 0.2832
C 3.5813 -4.5177 1.0654
S 1.9110 -4.3830 1.5255
H 4.1340 -5.3670 1.4150
H 5.0373 -3.4388 -0.0897
H -0.1682 -1.8464 0.6411
C 0.3038 1.2136 0.9949
C -1.1946 1.2402 1.3054
H -1.6516 0.3295 0.9149
H -1.3467 1.2685 2.3852
H 0.7782 2.1137 1.4057
H 0.7805 0.3385 1.4362
H 0.4706 3.2728 -0.6824
H 0.1938 2.3029 -2.1520
H -2.0190 1.6273 -1.3383
H -1.9247 3.3913 -1.3020
H -1.4076 3.3687 1.1032
H -3.6094 0.7781 -0.1498
H -5.8343 2.2158 1.1012
H -5.9128 1.4699 -0.5063
H -5.3116 -2.0375 1.2271
C -3.1320 -2.0280 -0.4745
C -2.3061 -1.8475 -1.7435
H -1.3593 -2.3715 -1.6381
H -2.0935 -0.7955 -1.9189
H -2.8168 -2.2483 -2.6143
H -3.4081 -3.0882 -0.3619
H -2.5060 -1.7740 0.3873
H -4.7810 -1.2522 -2.4278
H -6.0551 -0.6493 -1.3778
*
```

Summary:
* LUMO energy: 0.59 eV
* max |F|: 0.0190 hartree/bohr
* structure (SMILES): CCN(CC)CCCNC(=O)C1CCN(C(=O)c2cc3sccc3n2Cc2ccc(F)cc2)CC1
* highest occupied orbital energy: -8.024 eV
* energy relative to the best compared isomer or geometry (same formula, charge and spin): 9.9 kJ/mol

=====

ORCA calculation (wB97M-V/def2-TZVPD) on C27H35MnN4OSi2 as an isolated structure.

Structure (ORCA input):
```
! wB97M-V def2-TZVPD RIJCOSX def2/J DEFGRID3
* xyz -1 6
Mn 0.0041 -0.1769 0.2626
O -1.1891 -4.1830 0.1416
C -0.9857 -2.9680 0.0402
N -0.2790 -2.1603 0.8036
C 0.3590 -2.7182 1.9588
C 1.1531 -1.6500 2.6877
C 1.8549 -1.9554 3.8587
C 2.5690 -0.9624 4.4909
C 2.5818 0.3202 3.9594
C 1.8595 0.5393 2.7993
N 1.1688 -0.4199 2.1911
C -1.6499 -2.2230 -1.1353
C -2.4355 -2.9201 -2.0382
C -3.0461 -2.2121 -3.0620
C -2.8596 -0.8447 -3.1512
C -2.0434 -0.2317 -2.2102
N -1.4526 -0.9100 -1.2354
H 1.0386 -3.5429 1.7047
H -0.3675 -3.1442 2.6627
H 1.8224 -2.9650 4.2488
H 3.1184 -1.1816 5.3993
H 3.1291 1.1298 4.4215
H 1.8235 1.5166 2.3271
H -2.5475 -3.9859 -1.8997
H -3.6673 -2.7271 -3.7858
H -3.3212 -0.2535 -3.9302
H -1.8454 0.8339 -2.2389
C -1.3670 1.4745 1.1036
C -2.4995 0.9396 1.7844
C -2.4912 0.6796 3.1814
C -3.5827 0.1584 3.8357
C -4.7545 -0.1566 3.1400
C -4.7818 0.0546 1.7568
C -3.6911 0.5763 1.1022
C -5.9042 -0.6727 3.8306
N -6.8284 -1.0816 4.3860
H -0.6722 2.0263 1.7352
H -1.5855 2.0060 0.1777
H -1.5913 0.9087 3.7427
H -3.5431 -0.0094 4.9057
H -5.6764 -0.1994 1.2007
H -3.7354 0.7208 0.0279
C 1.4153 3.6449 0.1464
Si 1.5208 2.5499 -1.3779
C 2.9597 3.3034 -2.3459
C 0.0146 2.9298 -2.4406
C 1.6784 0.8082 -0.9329
Si 2.3468 -0.4051 -2.1115
C 2.7065 -2.0402 -1.2496
C 4.0129 0.0385 -2.8898
C 1.2301 -0.7809 -3.5789
H 1.3314 4.6983 -0.1400
H 2.3277 3.5396 0.7450
H 0.5581 3.3982 0.7758
H 2.8463 4.3919 -2.3921
H 3.0097 2.9305 -3.3725
H 3.9193 3.0802 -1.8694
H 0.0560 3.9641 -2.7972
H -0.9175 2.8081 -1.8824
H -0.0235 2.2782 -3.3189
H 2.4431 0.7842 -0.1308
H 3.5240 -1.9061 -0.5318
H 3.0077 -2.8180 -1.9588
H 1.8386 -2.4086 -0.6975
H 4.7305 0.3567 -2.1265
H 3.9272 0.8487 -3.6182
H 4.4308 -0.8326 -3.4065
H 0.4551 -1.5083 -3.3280
H 1.8285 -1.1997 -4.3942
H 0.7333 0.1173 -3.9571
*
```

Summary:
* LUMO energy (alpha / beta): 2.52 / 2.51 eV
* max |F|: 0.0276 hartree/bohr
* highest occupied orbital energy (alpha / beta): -3.604 / -4.240 eV
* <S²>: 8.76
* energy relative to the best compared isomer or geometry (same formula, charge and spin): 15.8 kJ/mol

=====

ORCA calculation (wB97M-V/def2-TZVPD) on C27H35N9O6P2Se2Ta as an isolated structure.

Structure (ORCA input):
```
! wB97M-V def2-TZVPD RIJCOSX def2/J DEFGRID3
* xyz 3 1
Ta 0.1268 0.1156 0.0031
Se 1.8606 3.7932 -6.8887
N 2.7035 3.6507 -5.3397
C 1.9422 2.9240 -4.5593
C 2.2910 2.5713 -3.1890
C 3.4734 2.9976 -2.5894
C 3.7386 2.6024 -1.2977
C 2.8267 1.7903 -0.6423
N 1.6758 1.3821 -1.1933
C 1.4092 1.7775 -2.4572
C 0.1539 1.3304 -3.0181
N -0.6427 0.5986 -2.2036
C -1.8261 0.2200 -2.7023
C -2.2356 0.4818 -4.0056
C -1.4154 1.2034 -4.8347
C -0.2007 1.6579 -4.3262
C 0.7139 2.4683 -5.1214
N 0.4763 2.8262 -6.3596
H 4.1570 3.6201 -3.1529
H 4.6450 2.9014 -0.7911
H 3.0291 1.4377 0.3530
H -2.5042 -0.2763 -2.0347
H -3.2094 0.1400 -4.3263
H -1.6872 1.4460 -5.8541
N -2.8541 -3.2571 1.3510
C -1.4300 -3.2345 0.8134
C -0.9621 -4.6609 0.5458
P -1.3512 -2.1512 -0.6345
O -2.2404 -2.9135 -1.6657
O -1.8787 -0.7973 -0.1593
O 0.0790 -1.8416 -1.0510
P -0.4833 -2.3833 2.2058
O 0.8759 -3.1775 2.2982
O -1.3652 -2.5208 3.3736
O -0.1111 -0.9736 1.6961
H -3.3988 -2.4305 1.0871
H -2.7529 -3.2264 2.3924
H -3.3617 -4.0938 1.0531
H -1.5938 -5.1430 -0.2017
H -0.9814 -5.2541 1.4615
H 0.0618 -4.6542 0.1761
H -2.2282 -2.6666 -2.6011
H 0.8906 -3.8000 3.0387
C 1.5647 3.2573 3.3826
C 1.2427 2.2579 2.3767
N 0.9752 1.4616 1.5986
H 2.2857 3.9687 2.9807
H 1.9805 2.7712 4.2651
H 0.6530 3.7875 3.6599
C 3.1801 -0.2134 2.8529
N 3.3694 -1.4541 2.1301
C 3.8486 -2.5630 2.9537
C 3.0527 -1.6029 0.8327
N 2.1712 -0.8193 0.1867
N 3.7220 -2.5505 0.1387
C 3.2156 -3.0677 -1.1256
C 5.1438 -2.8252 0.3723
H 3.9525 -0.1439 3.6177
H 2.2018 -0.1683 3.3382
H 3.3009 0.6276 2.1781
H 3.2825 -2.5648 3.8859
H 4.9043 -2.4558 3.2025
H 3.6968 -3.5072 2.4415
H 2.4007 -0.8848 -0.8011
H 3.5828 -2.4863 -1.9783
H 2.1294 -3.0711 -1.1287
H 3.5709 -4.0897 -1.2469
H 5.5617 -2.1089 1.0720
H 5.6737 -2.7242 -0.5751
H 5.3005 -3.8358 0.7485
Se -1.2237 2.2075 0.3891
C -2.7456 2.2814 -0.7518
C -2.6941 3.1220 -1.8572
C -3.8280 3.2700 -2.6456
C -4.9946 2.5925 -2.3202
C -5.0440 1.7822 -1.1914
C -3.9195 1.6309 -0.3902
H -1.7904 3.6740 -2.0873
H -3.8061 3.9345 -3.4997
H -5.8812 2.7244 -2.9260
H -5.9700 1.2945 -0.9165
H -3.9564 1.0297 0.5093
*
```

Summary:
* LUMO energy: -9.17 eV
* max |F|: 0.0097 hartree/bohr
* highest occupied orbital energy: -15.884 eV
* energy relative to the best compared isomer or geometry (same formula, charge and spin): 30.8 kJ/mol

=====

What is the energy relative to the best compared isomer or geometry (same formula, charge and spin) in the first record? 167.8 kJ/mol